No. 1
Formula: C5H11O2
Source: OMol25
Level of theory: ωB97M-V/def2-TZVPD

* max |F|: 4.74 eV Å⁻¹
* energy relative to the best compared isomer or geometry (same formula, charge and spin): 2.1430 eV
* highest occupied orbital energy: -3.657 eV
* HOMO-LUMO gap: 0.2881 hartree
* molar mass: 103.14 g/mol
* multiplicity: 1
* electronic energy: -347.57091 Ha
* charge: -1

XYZ file:
```
18
Properties=species:S:1:pos:R:3:mulliken_charge:R:1
C 0.25 1.22 -1.40 -0.5418
C 1.96 1.12 -1.29 -1.0060
C -0.23 -0.29 -1.41 0.5091
O -1.42 -0.28 -1.30 -0.6623
O 0.66 -1.16 -1.46 -0.7372
H 0.12 1.85 -0.50 0.2398
H -0.17 1.69 -2.30 0.3417
H 2.32 0.56 -0.38 0.2142
H 2.24 2.14 -1.23 0.4335
H 2.35 0.78 -2.24 0.2566
C -0.88 -0.19 2.07 -0.5265
C -1.20 -1.63 1.40 -0.9331
H -1.88 0.22 1.92 0.2268
H -0.46 -0.43 3.03 0.4334
H -0.11 0.26 1.39 -0.1305
H -2.11 -1.74 0.94 0.3578
H -0.58 -1.93 0.52 0.2214
H -0.87 -2.21 2.24 0.3032
```



No. 2
Formula: C16H37HgN9O5P2
Source: OMol25
Level of theory: ωB97M-V/def2-TZVPD

* max |F|: 2.25 eV Å⁻¹
* energy relative to the best compared isomer or geometry (same formula, charge and spin): 0.0000 eV
* highest occupied orbital energy (alpha / beta): -10.735 / -11.417 eV
* ⟨S²⟩: 0.75
* HOMO-LUMO gap (alpha / beta): 0.3154 / 0.2529 hartree
* molar mass: 698.07 g/mol
* multiplicity: 2
* electronic energy: -2336.83142 Ha
* charge: +1

XYZ file:
```
70
Properties=species:S:1:pos:R:3:mulliken_charge:R:1
Hg 1.54 0.04 0.96 1.0829
C 5.54 -0.24 0.38 -1.5519
C 4.72 0.81 1.06 0.8173
C 4.14 1.85 0.31 -0.4188
C 3.45 2.88 0.93 -0.3522
C 3.31 2.88 2.31 -0.5026
C 3.87 1.86 3.07 -0.5098
C 4.58 0.84 2.45 -0.4279
H 6.52 0.17 0.13 0.3674
H 5.07 -0.56 -0.55 0.2915
H 5.69 -1.10 1.03 0.3614
H 4.29 1.87 -0.76 0.3734
H 3.03 3.68 0.34 0.3576
H 2.78 3.68 2.81 0.4213
H 3.77 1.86 4.14 0.4009
H 5.03 0.06 3.04 0.3833
N 2.32 -3.01 0.78 -0.4263
N 1.68 -3.77 1.75 -0.2508
C 1.00 -3.23 2.79 0.7234
N 0.45 -4.06 3.67 -0.4092
N 0.98 -1.91 2.87 -0.3771
N 0.33 -1.22 3.80 1.2720
O -0.29 -1.79 4.68 -0.8045
O 0.43 -0.01 3.73 -0.6538
H 1.99 -3.25 -0.15 0.2474
H 3.33 -3.10 0.84 0.2415
H 1.76 -4.78 1.72 0.1480
H 0.52 -5.06 3.57 0.1420
H -0.05 -3.64 4.45 0.2141
C -3.79 -1.64 -1.93 -1.1625
N -2.93 -1.80 -0.79 0.5037
C -2.69 -3.15 -0.35 -0.8939
P -2.26 -0.53 0.04 -0.7488
O -1.16 -0.92 0.92 -0.1881
O -1.79 0.45 -1.20 0.8512
P -0.60 1.44 -1.70 -0.2994
O 0.29 1.91 -0.63 -0.6898
N -1.40 2.71 -2.39 0.3857
C -1.69 3.87 -1.58 -0.9609
C -2.02 2.67 -3.69 -0.9778
N 0.16 0.60 -2.94 0.3206
C -0.43 -0.60 -3.50 -0.8702
C 1.61 0.59 -2.90 -0.9676
N -3.44 0.32 0.83 0.3629
C -4.84 0.33 0.50 -0.9396
C -3.00 1.45 1.63 -0.9581
H -4.79 -2.05 -1.74 0.3900
H -3.37 -2.16 -2.80 0.3190
H -3.89 -0.58 -2.17 0.3055
H -3.63 -3.66 -0.11 0.2907
H -2.06 -3.12 0.53 0.1414
H -2.18 -3.73 -1.13 0.2863
H -1.14 3.78 -0.64 0.1986
H -2.76 3.96 -1.36 0.3054
H -1.36 4.77 -2.10 0.3269
H -1.59 1.86 -4.27 0.2595
H -1.82 3.62 -4.21 0.3523
H -3.10 2.54 -3.62 0.2642
H -1.50 -0.48 -3.57 0.2168
H -0.21 -1.49 -2.89 0.2549
H -0.02 -0.75 -4.50 0.4313
H 1.95 1.55 -2.51 0.3545
H 1.99 0.46 -3.91 0.3893
H 2.01 -0.21 -2.26 0.2053
H -5.12 -0.62 0.05 0.2751
H -5.10 1.14 -0.18 0.2749
H -5.42 0.46 1.41 0.3594
H -1.91 1.48 1.64 0.1880
H -3.36 1.35 2.66 0.3719
H -3.37 2.39 1.22 0.3106
```



No. 3
Formula: C40H42N9O3PbS3Sb
Source: OMol25
Level of theory: ωB97M-V/def2-TZVPD

* max |F|: 0.89 eV Å⁻¹
* energy relative to the best compared isomer or geometry (same formula, charge and spin): 0.2305 eV
* highest occupied orbital energy: -1.999 eV
* HOMO-LUMO gap: 0.2158 hartree
* molar mass: 1122.00 g/mol
* multiplicity: 1
* electronic energy: -3895.65890 Ha
* charge: -2

XYZ file:
```
99
Properties=species:S:1:pos:R:3:mulliken_charge:R:1
Pb -0.08 0.34 -0.06 1.6033
O 2.05 0.37 -1.27 -0.2734
C 3.11 -0.33 -1.12 -0.1619
C 3.75 -0.95 -2.23 -0.5283
C 4.92 -1.66 -2.09 -0.5531
C 5.54 -1.80 -0.84 -0.6324
C 4.93 -1.20 0.26 -0.4616
C 3.73 -0.50 0.16 1.1498
C 3.18 0.08 1.38 -1.6270
N 1.99 0.52 1.55 1.3487
N 1.78 1.07 2.81 -1.0070
C 0.58 1.58 2.92 0.0292
O -0.36 1.55 2.07 -0.7031
C 0.30 2.29 4.21 0.2825
C 1.09 2.09 5.34 -0.2804
C 0.79 2.76 6.52 -0.6596
C -0.29 3.63 6.58 -0.3228
C -1.07 3.84 5.45 -0.7461
C -0.78 3.16 4.27 -0.2957
H 3.27 -0.84 -3.20 0.3638
H 5.37 -2.13 -2.96 0.3534
H 6.46 -2.35 -0.74 0.3550
H 5.39 -1.29 1.24 0.3385
H 3.86 0.16 2.23 0.2100
H 1.93 1.41 5.27 0.4142
H 1.40 2.59 7.40 0.3562
H -0.52 4.15 7.50 0.3618
H -1.91 4.52 5.48 0.4039
H -1.38 3.29 3.38 0.6320
C 4.10 -4.75 1.30 -1.6228
C 2.77 -4.07 1.08 0.6116
C 1.94 -3.73 2.14 -1.0428
C 0.74 -3.07 1.93 0.2699
C 0.29 -2.74 0.65 -0.6699
N -0.89 -2.03 0.42 0.7533
C -2.07 -2.56 0.82 0.5528
C -2.17 -3.85 1.40 -0.6097
C -3.35 -4.41 1.85 -1.4224
C -4.56 -3.74 1.71 0.3375
C -5.88 -4.35 2.13 -1.6782
C -4.51 -2.51 1.07 0.0147
C -3.34 -1.90 0.66 -0.6510
N -3.50 -0.59 0.07 1.0179
C -4.60 0.21 0.23 -0.1271
C -4.58 1.16 -0.75 -1.0960
C -3.39 0.89 -1.46 -0.1183
N -2.77 -0.17 -0.98 -0.7130
C 1.14 -3.09 -0.42 0.3630
C 2.36 -3.72 -0.20 -0.2197
N 0.77 -2.89 -1.78 0.5656
C 1.01 -3.76 -2.79 -0.3566
C 0.58 -3.17 -3.95 -1.1124
C 0.08 -1.92 -3.54 -0.4788
N 0.19 -1.76 -2.23 0.1117
H 4.15 -5.19 2.30 0.4167
H 4.92 -4.03 1.21 0.2112
H 4.27 -5.54 0.56 0.3372
H 2.25 -3.97 3.15 0.3205
H 0.11 -2.81 2.77 0.3923
H -1.26 -4.42 1.52 0.3451
H -3.33 -5.39 2.31 0.2388
H -5.71 -5.24 2.75 0.3651
H -6.48 -4.66 1.27 0.3261
H -6.49 -3.65 2.71 0.2590
H -5.45 -2.02 0.85 0.8196
H -5.28 0.08 1.04 0.2571
H -5.19 2.05 -0.82 0.4527
H -3.04 1.34 -2.37 0.0483
H 3.02 -3.90 -1.04 0.2389
H 1.46 -4.72 -2.60 0.4595
H 0.62 -3.58 -4.95 0.4013
H -0.36 -1.13 -4.13 0.4200
S -1.33 -0.98 3.85 -0.1872
C -2.91 -0.56 3.98 0.0307
N -3.93 -1.45 4.12 -0.2599
C -5.26 -0.92 3.85 0.2352
C -5.21 0.53 4.31 -0.8535
S -3.52 1.08 3.91 0.0839
H -3.72 -2.39 3.81 0.2280
H -6.01 -1.49 4.39 0.3670
H -5.48 -0.98 2.78 -0.3387
H -5.37 0.62 5.38 0.3766
H -5.93 1.15 3.78 0.4324
C -0.19 2.83 -3.70 -1.0272
Sb 0.85 3.35 -1.89 0.5650
C 0.29 5.44 -1.98 -1.3319
C 2.76 3.67 -2.87 -1.3710
H -0.30 3.70 -4.35 0.4776
H -1.17 2.45 -3.43 -0.0029
H 0.37 2.05 -4.23 0.3785
H 0.65 5.90 -2.90 0.3471
H 0.68 5.98 -1.12 0.3568
H -0.80 5.48 -1.95 0.3753
H 2.67 4.24 -3.80 0.4030
H 3.20 2.70 -3.09 0.2735
H 3.43 4.21 -2.19 0.3848
O -3.73 4.97 0.07 -0.6678
S -2.43 4.25 0.26 0.0771
N -2.09 3.06 -0.52 -0.2907
```